# 1
Molecular formula: C25H35N2OsS
Method: DFT, wB97M-V/def2-TZVPD

```
64
Properties=species:S:1:pos:R:3:lowdin_spin:R:1
C 1.314 -2.472 0.529 0.10
C 2.265 -1.768 -0.287 0.09
C 1.689 -1.583 -1.581 0.04
C 0.383 -2.175 -1.581 0.13
C 0.145 -2.709 -0.269 0.02
Os 0.453 -0.624 -0.085 2.04
C -2.494 1.404 -0.729 0.21
C -1.948 0.994 0.443 0.07
H -1.833 1.703 1.273 0.00
C -1.492 -0.383 0.711 0.19
H -2.138 -1.184 0.344 0.01
H -1.292 -0.549 1.775 0.03
C -2.728 2.856 -1.033 0.03
H -2.140 3.505 -0.378 0.00
H -2.445 3.068 -2.070 0.01
H -3.790 3.120 -0.923 0.01
C -2.999 0.441 -1.765 0.02
H -2.699 -0.598 -1.550 0.00
H -4.100 0.468 -1.821 0.01
H -2.624 0.706 -2.766 0.01
C 3.672 -1.401 0.088 0.02
H 3.818 -1.435 1.171 0.00
H 4.389 -2.095 -0.381 0.01
H 3.909 -0.389 -0.260 0.00
C 2.426 -0.937 -2.716 0.01
H 2.802 0.047 -2.408 0.00
H 3.294 -1.537 -3.022 0.00
H 1.778 -0.794 -3.583 0.00
C -0.535 -2.386 -2.745 0.03
H -0.433 -1.592 -3.485 0.00
H -0.320 -3.345 -3.240 0.01
H -1.574 -2.426 -2.401 0.00
C -0.992 -3.615 0.116 0.00
H -1.907 -3.326 -0.405 0.00
H -0.760 -4.660 -0.150 0.00
H -1.171 -3.569 1.194 0.00
C 1.565 -3.028 1.903 0.02
H 0.621 -3.279 2.395 0.00
H 2.176 -3.939 1.831 0.01
H 2.094 -2.304 2.529 0.00
C 0.302 1.203 -1.493 0.13
C 0.391 2.420 -0.860 0.03
C 0.065 1.191 -2.865 0.01
C 0.682 3.593 -1.572 0.01
H 0.344 2.423 0.248 0.00
C 0.244 2.371 -3.607 0.00
H -0.289 0.293 -3.373 0.00
C 0.616 3.563 -2.965 0.00
H 0.947 4.500 -1.008 0.00
H 0.080 2.350 -4.690 0.00
H 0.826 4.468 -3.540 0.00
C 0.458 -0.646 4.550 0.01
N 0.085 0.690 4.109 0.11
C -0.706 1.574 4.826 0.02
C -0.913 2.659 4.041 0.03
N -0.236 2.420 2.850 0.10
C 0.360 1.196 2.881 0.17
S 1.420 0.516 1.716 0.24
H -0.125 -1.409 4.021 0.00
H 1.523 -0.805 4.355 0.00
H 0.245 -0.725 5.620 0.00
H -1.048 1.329 5.819 0.00
H -1.448 3.573 4.220 0.00
H -0.201 3.042 2.046 0.00
```

Computed properties:
Largest force on an atom in eV Å⁻¹: 8.33
2S+1: 5
Electronic energy in eV: -42765.0284
Orbital gap (spin up / spin down) in eV: 5.38 / 5.66
Expectation value of S²: 6.051
Charge: +1



# 2
Molecular formula: C25H35N2SW
Method: DFT, wB97M-V/def2-TZVPD

```
64
Properties=species:S:1:pos:R:3:lowdin_charge:R:1
C -1.738 1.922 -0.776 -0.34
C -2.114 0.751 -1.521 -0.33
C -1.089 0.490 -2.489 -0.24
C -0.066 1.485 -2.350 -0.21
C -0.447 2.354 -1.266 -0.30
W -0.277 0.363 -0.220 1.52
C 2.157 -0.837 0.243 -0.45
C 1.318 -0.068 1.247 -0.26
H 1.161 -0.570 2.195 0.10
C 0.961 1.322 1.149 -0.18
H 1.681 2.019 0.762 0.07
H 0.346 1.736 1.950 0.09
C 3.057 -1.975 0.889 0.01
H 2.536 -2.619 1.623 0.09
H 3.445 -2.617 0.069 0.12
H 3.927 -1.551 1.434 0.12
C 3.082 0.097 -0.575 -0.01
H 2.634 1.093 -0.784 0.07
H 4.046 0.316 -0.062 0.13
H 3.306 -0.378 -1.551 0.10
C -3.371 -0.012 -1.421 -0.03
H -3.934 0.230 -0.529 0.08
H -4.015 0.217 -2.271 0.13
H -3.225 -1.092 -1.436 0.10
C -1.157 -0.582 -3.528 0.01
H -1.436 -1.551 -3.092 0.10
H -1.916 -0.338 -4.287 0.13
H -0.207 -0.734 -4.060 0.09
C 1.140 1.680 -3.229 0.03
H 1.551 0.712 -3.556 0.07
H 0.890 2.257 -4.141 0.14
H 1.938 2.229 -2.701 0.09
C 0.289 3.601 -0.871 -0.01
H 1.384 3.479 -0.941 0.09
H 0.007 4.430 -1.542 0.13
H 0.045 3.902 0.156 0.09
C -2.564 2.673 0.193 0.00
H -1.966 3.177 0.951 0.08
H -3.139 3.446 -0.325 0.13
H -3.273 2.034 0.710 0.07
C 1.126 -1.444 -0.872 -0.28
C 0.662 -2.557 -0.142 -0.11
C 1.393 -1.789 -2.277 -0.03
C 0.656 -3.886 -0.573 0.00
H 0.232 -2.196 0.819 0.07
C 1.471 -3.104 -2.711 0.00
H 1.733 -1.050 -2.996 0.09
C 1.156 -4.204 -1.864 0.07
H 0.297 -4.613 0.186 0.14
H 1.989 -3.371 -3.625 0.14
H 1.231 -5.268 -2.134 0.15
C -2.282 1.623 3.868 0.03
N -1.513 0.388 4.010 -0.08
C -0.902 -0.050 5.184 0.04
C -0.281 -1.220 4.914 0.02
N -0.517 -1.496 3.570 0.09
C -1.261 -0.499 3.020 -0.60
S -1.813 -0.475 1.360 0.85
H -1.720 2.382 3.306 0.10
H -3.233 1.432 3.357 0.11
H -2.478 2.005 4.872 0.12
H -0.989 0.509 6.092 0.15
H 0.299 -1.881 5.532 0.15
H -0.230 -2.326 3.059 0.17
```

Computed properties:
Largest force on an atom in eV Å⁻¹: 4.20
Electronic energy in eV: -42105.1207
Orbital gap (spin up / spin down) in eV: 6.66 / 6.65
Charge: +3



# 3
Molecular formula: C25H35N3O2
Method: DFT, wB97M-V/def2-TZVPD

```
65
Properties=species:S:1:pos:R:3:lowdin_charge:R:1
C 1.138 2.697 -3.851 -0.07
H 1.710 3.070 -3.006 0.06
H 0.177 3.207 -3.864 0.07
C 0.918 1.183 -3.736 -0.25
N 2.100 0.348 -3.796 -0.19
C 2.832 0.433 -5.048 -0.26
H 2.114 0.661 -5.839 0.12
C 3.511 -0.893 -5.382 -0.08
H 3.958 -0.840 -6.372 0.07
H 2.778 -1.694 -5.369 0.07
H 4.294 -1.131 -4.667 0.06
H 3.586 1.238 -5.033 0.12
C 2.952 0.485 -2.626 -0.16
C 2.260 0.018 -1.374 -0.21
C 1.631 -1.222 -1.351 -0.02
C 1.046 -1.697 -0.193 -0.02
C 1.081 -0.936 0.972 -0.14
C 1.712 0.301 0.951 -0.02
C 2.279 0.779 -0.215 -0.02
H 2.763 1.746 -0.213 0.11
H 1.763 0.881 1.859 0.12
C 0.631 -1.474 2.293 -0.42
O 1.452 -1.650 3.179 0.08
N -0.681 -1.774 2.473 0.00
C -1.712 -1.470 1.510 -0.13
H -2.404 -2.315 1.456 0.12
H -1.255 -1.359 0.528 0.11
C -2.482 -0.172 1.830 -0.09
C -1.733 1.028 1.330 -0.16
C -1.010 1.853 2.171 -0.04
C -0.304 2.939 1.677 -0.10
C -0.323 3.202 0.322 -0.09
C -1.051 2.398 -0.540 -0.02
C -1.756 1.311 -0.046 -0.22
O -2.511 0.463 -0.809 -0.09
C -2.717 0.774 -2.165 -0.07
H -3.426 0.032 -2.531 0.10
H -3.146 1.774 -2.288 0.10
H -1.791 0.701 -2.743 0.08
H -1.061 2.629 -1.593 0.09
H 0.223 4.044 -0.077 0.11
H 0.255 3.571 2.349 0.10
H -1.001 1.649 3.232 0.11
H -3.449 -0.219 1.327 0.12
H -2.647 -0.088 2.904 0.10
C -0.998 -2.310 3.794 -0.24
H -0.228 -3.064 3.990 0.15
C -2.382 -2.937 3.989 -0.12
H -2.384 -4.007 3.793 0.11
H -3.139 -2.464 3.365 0.10
C -2.683 -2.597 5.458 -0.22
N -2.178 -1.248 5.647 -0.06
H -2.828 -0.590 5.225 0.10
C -0.914 -1.235 4.925 -0.16
H -0.689 -0.246 4.528 0.10
H -0.117 -1.503 5.621 0.12
H -3.742 -2.661 5.706 0.11
H -2.122 -3.261 6.123 0.12
H 0.591 -2.678 -0.183 0.12
H 1.615 -1.814 -2.254 0.12
H 3.316 1.518 -2.489 0.12
H 3.829 -0.150 -2.783 0.12
H 0.433 0.965 -2.780 0.09
H 0.251 0.856 -4.542 0.12
H 1.666 2.942 -4.769 0.07
```

Computed properties:
Largest force on an atom in eV Å⁻¹: 0.52
Electronic energy in eV: -35058.4419
Orbital gap in eV: 9.14



# 4
Molecular formula: C25H35N5O6
Method: DFT, wB97M-V/def2-TZVPD

```
71
Properties=species:S:1:pos:R:3:lowdin_charge:R:1
C 3.114 4.655 -0.914 -0.02
H 3.490 3.875 -0.258 0.08
H 3.882 4.906 -1.643 0.09
C 1.847 4.180 -1.625 -0.24
N 2.110 3.053 -2.477 0.11
C 1.383 1.925 -2.456 -0.40
O 0.503 1.703 -1.629 0.05
C 1.775 0.980 -3.512 -0.13
C 1.346 -0.311 -3.786 -0.08
N 2.056 -0.696 -4.886 0.13
C 2.858 0.328 -5.237 -0.16
N 2.716 1.346 -4.436 0.11
H 3.527 0.301 -6.074 0.12
H 1.946 -1.610 -5.302 0.16
C 0.409 -1.297 -3.200 -0.44
O 0.343 -2.419 -3.687 0.05
N -0.313 -0.861 -2.164 0.09
C -1.204 -1.725 -1.430 -0.12
C -0.806 -1.860 0.017 -0.20
C -1.774 -2.032 0.999 -0.03
C -1.413 -2.168 2.325 -0.02
C -0.076 -2.131 2.701 -0.21
C 0.891 -1.965 1.720 -0.03
C 0.530 -1.830 0.392 -0.02
H 1.293 -1.701 -0.362 0.11
H 1.936 -1.936 1.997 0.11
C 0.298 -2.309 4.150 -0.13
N -0.005 -3.647 4.617 0.09
C -1.114 -3.920 5.349 -0.57
O -1.832 -3.078 5.832 0.08
O -1.246 -5.254 5.468 0.03
C -2.318 -5.815 6.262 -0.58
C -3.674 -5.417 5.680 -0.02
H -3.812 -4.342 5.757 0.08
H -4.469 -5.916 6.226 0.09
H -3.729 -5.706 4.632 0.09
C -2.193 -5.364 7.717 -0.02
H -1.209 -5.620 8.104 0.09
H -2.950 -5.858 8.320 0.09
H -2.329 -4.289 7.788 0.08
C -2.110 -7.326 6.151 -0.03
H -2.873 -7.849 6.720 0.09
H -2.169 -7.635 5.111 0.09
H -1.131 -7.597 6.537 0.09
H 0.453 -4.424 4.168 0.15
H 1.364 -2.115 4.300 0.12
H -0.285 -1.631 4.779 0.13
H -2.170 -2.297 3.085 0.12
H -2.818 -2.056 0.721 0.11
H -1.171 -2.706 -1.922 0.13
H -2.227 -1.339 -1.497 0.13
H -0.158 0.090 -1.814 0.10
H 2.755 3.154 -3.249 0.13
H 1.103 3.854 -0.887 0.16
C 1.230 5.355 -2.402 -0.44
O 0.968 6.407 -1.881 0.12
O 1.057 5.033 -3.671 0.03
C 0.472 5.961 -4.626 -0.56
C 1.351 7.204 -4.750 -0.02
H 0.956 7.853 -5.527 0.09
H 2.368 6.920 -5.013 0.09
H 1.370 7.750 -3.811 0.08
C 0.457 5.173 -5.935 -0.02
H -0.139 4.271 -5.818 0.09
H 0.033 5.779 -6.730 0.09
H 1.468 4.883 -6.209 0.09
C -0.946 6.327 -4.195 -0.02
H -0.928 6.886 -3.264 0.08
H -1.537 5.425 -4.051 0.09
H -1.415 6.936 -4.963 0.09
H 2.885 5.540 -0.327 0.08
```

Computed properties:
Largest force on an atom in eV Å⁻¹: 0.95
Electronic energy in eV: -46232.5372
Orbital gap in eV: 9.42



# 5
Molecular formula: C25H36AsCsN2O8PS
Method: DFT, wB97M-V/def2-TZVPD

```
75
Properties=species:S:1:pos:R:3:lowdin_charge:R:1
Cs 0.549 0.134 1.078 1.17
C 2.212 3.440 1.700 -0.08
O 2.394 2.482 0.667 -0.21
C 3.553 2.504 -0.047 -0.23
C 4.612 3.355 0.237 -0.03
C 5.763 3.322 -0.545 -0.10
C 5.857 2.445 -1.610 -0.11
C 4.793 1.600 -1.897 -0.03
C 3.633 1.618 -1.135 -0.18
N 2.544 0.735 -1.383 0.04
N 2.407 0.511 -2.613 0.06
C 1.478 -0.400 -3.066 -0.15
C 0.916 -1.454 -2.284 -0.38
O 1.166 -1.652 -1.063 -0.23
C 0.025 -2.372 -2.979 -0.01
C -0.262 -2.256 -4.290 -0.04
C 0.318 -1.222 -5.093 -0.19
C 0.030 -1.119 -6.466 -0.06
C 0.597 -0.138 -7.239 -0.12
C 1.475 0.777 -6.635 -0.10
C 1.763 0.702 -5.296 -0.04
C 1.198 -0.306 -4.479 -0.11
H 2.289 4.456 1.304 0.10
H 2.951 3.306 2.495 0.10
H 1.209 3.273 2.091 0.06
H 4.547 4.048 1.063 0.10
H 6.584 3.986 -0.306 0.10
H 6.755 2.409 -2.212 0.09
H 4.842 0.898 -2.718 0.11
H -0.403 -3.162 -2.373 0.11
H -0.939 -2.958 -4.767 0.11
H -0.653 -1.839 -6.905 0.10
H 0.371 -0.067 -8.295 0.09
H 1.929 1.558 -7.233 0.09
H 2.432 1.418 -4.841 0.10
O 0.208 -3.099 1.026 -0.15
H 0.526 -2.745 0.162 -0.02
H -0.719 -3.326 0.877 -0.01
C -1.303 -3.328 4.389 -0.25
As -0.231 -1.924 5.160 0.57
C 1.408 -1.965 4.140 -0.27
C -1.124 -0.287 4.685 -0.27
S 0.079 -2.135 7.210 -0.05
H -1.404 -3.163 3.317 0.00
H -2.280 -3.321 4.867 0.04
H -0.809 -4.278 4.583 0.04
H 1.198 -2.184 3.093 -0.01
H 2.033 -2.751 4.560 0.03
H 1.917 -1.009 4.258 0.03
H -1.361 -0.242 3.622 -0.03
H -0.489 0.554 4.955 0.04
H -2.044 -0.238 5.267 0.04
C -2.984 3.983 2.552 -0.14
O -3.113 2.683 1.986 -0.22
C -1.945 1.883 1.952 -0.43
O -0.951 2.429 2.436 -0.23
H -3.968 4.447 2.493 0.07
H -2.257 4.588 2.004 0.07
H -2.659 3.937 3.594 0.07
C -4.823 -0.064 1.974 -0.13
O -4.237 -0.856 0.936 -0.35
P -2.714 -1.391 1.146 0.81
O -2.890 -2.993 0.814 -0.38
C -3.531 -3.430 -0.386 -0.12
O -2.075 -0.966 -0.295 -0.45
C -2.526 0.148 -1.073 -0.12
H -4.833 0.980 1.672 0.07
H -4.245 -0.141 2.898 0.07
H -5.834 -0.432 2.145 0.08
H -3.551 -4.518 -0.361 0.08
H -2.976 -3.092 -1.261 0.08
H -4.552 -3.048 -0.434 0.08
H -1.740 0.358 -1.797 0.09
H -2.692 1.016 -0.434 0.06
H -3.446 -0.115 -1.596 0.09
```

Computed properties:
Largest force on an atom in eV Å⁻¹: 0.10
Electronic energy in eV: -127382.2004
Orbital gap in eV: 6.59
Charge: -1



# 6
Molecular formula: C25H36BiNO2
Method: DFT, wB97M-V/def2-TZVPD

```
65
Properties=species:S:1:pos:R:3:lowdin_charge:R:1
O 1.416 3.403 -0.421 -0.10
C 0.927 3.926 -1.707 -0.17
C 1.204 5.404 -1.436 -0.06
H -0.138 3.696 -1.855 0.08
H 1.527 3.548 -2.557 0.13
C 1.772 4.813 -0.138 -0.58
H 0.331 6.074 -1.411 0.12
H 1.959 5.779 -2.137 0.11
C 1.158 5.275 1.161 -0.02
H 0.077 5.157 1.215 0.08
H 1.410 6.311 1.408 0.09
H 1.589 4.643 1.940 0.09
C 3.263 5.005 -0.092 -0.03
H 3.681 4.823 -1.082 0.09
H 3.670 4.267 0.599 0.09
H 3.529 6.021 0.221 0.10
Bi 0.554 -0.954 0.459 1.95
C 2.094 -3.926 -0.125 -0.16
C 1.426 -4.139 -1.348 -0.12
C 1.456 -2.945 -2.092 -0.14
H 0.950 -5.077 -1.652 0.11
C 2.163 -1.951 -1.338 -0.33
C 2.498 -2.560 -0.047 -0.32
H 3.129 -2.140 0.734 0.08
H 2.326 -4.680 0.622 0.10
H 1.070 -2.831 -3.103 0.09
H 2.613 -1.042 -1.723 0.08
C 0.017 -3.009 3.503 -0.14
C 1.266 -2.481 3.147 -0.16
C 1.089 -1.073 2.851 -0.39
H 2.231 -3.001 3.175 0.11
C -0.339 -0.795 3.020 -0.28
C -0.968 -2.003 3.380 -0.12
H -2.032 -2.145 3.570 0.11
H -0.165 -4.030 3.854 0.11
H 1.889 -0.326 2.772 0.09
H -0.768 0.200 3.053 0.09
O -2.615 3.066 -1.349 -0.15
C -1.928 2.130 -0.462 -0.16
C -0.818 1.374 -1.242 -0.26
H -2.703 1.409 -0.146 0.10
H -1.603 2.658 0.461 0.13
C -1.133 1.717 -2.734 -0.15
H -0.912 0.276 -1.183 -0.02
H 0.201 1.668 -0.944 0.06
C -2.229 2.792 -2.722 -0.20
H -1.514 0.808 -3.234 0.12
H -0.199 2.091 -3.202 0.10
H -3.146 2.537 -3.324 0.13
H -1.866 3.730 -3.183 0.11
C -0.169 -5.254 1.205 -0.09
C -1.237 -4.346 0.758 -0.37
C -2.573 -4.794 0.618 -0.08
C -3.323 -3.683 0.219 -0.09
C -2.432 -2.599 0.109 -0.42
C -2.803 -1.234 -0.255 -0.09
N -1.151 -2.998 0.424 0.03
H 0.547 -4.764 1.875 0.04
H 0.358 -5.703 0.349 0.05
H -0.613 -6.096 1.767 0.09
H -2.876 -5.830 0.803 0.10
H -4.385 -3.618 0.027 0.09
H -3.175 -1.191 -1.284 0.09
H -3.599 -0.864 0.398 0.09
H -1.983 -0.522 -0.171 -0.04
```

Computed properties:
Largest force on an atom in eV Å⁻¹: 3.58
Electronic energy in eV: -37926.7371
Orbital gap in eV: 5.26



# 7
Molecular formula: C25H36Cl2NO4Si2
Method: DFT, wB97M-V/def2-TZVPD

```
70
Properties=species:S:1:pos:R:3:lowdin_charge:R:1
C -5.728 0.757 -1.907 -0.04
O -4.343 0.641 -1.610 -0.05
C -3.579 1.402 -2.420 -0.47
O -4.012 2.098 -3.317 0.12
C -2.095 1.306 -2.073 -0.07
C -1.744 1.228 -0.589 -0.09
C -0.413 0.662 -0.274 -0.05
C -0.246 0.140 1.134 -0.02
N 0.418 0.718 -1.363 -0.08
O 1.726 0.239 -1.130 -0.18
Si 2.290 -0.947 -2.240 0.48
C 3.864 -0.370 -3.038 -0.15
C 2.604 -2.354 -1.082 -0.14
C 1.026 -1.201 -3.582 -0.12
O 0.529 1.980 -1.977 -0.16
Si 1.702 3.140 -1.399 0.50
C 2.803 3.388 -2.876 -0.13
C 0.770 4.702 -1.052 -0.15
C 2.489 2.437 0.131 -0.14
H -6.227 0.104 -1.206 0.09
H -6.089 1.781 -1.776 0.11
H -5.952 0.450 -2.939 0.11
H -1.726 0.371 -2.523 0.13
H -1.580 2.130 -2.569 0.12
H -1.931 2.207 -0.088 0.17
H -2.491 0.524 -0.213 0.13
H 0.733 -0.322 1.304 0.12
H -0.409 1.021 1.843 0.17
H 4.453 -1.223 -3.379 0.05
H 3.595 0.235 -3.898 0.03
H 4.459 0.220 -2.344 0.04
H 2.714 -3.253 -1.692 0.05
H 3.501 -2.232 -0.475 0.05
H 1.765 -2.482 -0.401 0.01
H 1.474 -1.009 -4.559 0.04
H 0.608 -2.212 -3.589 0.04
H 0.201 -0.475 -3.459 0.02
H 3.159 4.416 -2.889 0.04
H 3.626 2.677 -2.890 0.03
H 2.176 3.192 -3.754 0.05
H 1.521 5.497 -0.915 0.05
H 0.165 4.950 -1.940 0.05
H 0.128 4.658 -0.167 0.04
H 2.828 3.341 0.665 0.05
H 1.877 1.860 0.842 0.03
H 3.390 1.859 -0.102 0.04
Cl 1.674 -6.053 0.094 0.73
C 0.794 -4.776 0.782 -0.72
C -0.244 -4.205 0.022 -0.11
C -0.870 -3.074 0.533 -0.06
C -0.466 -2.497 1.743 -0.18
C -0.980 -1.036 2.007 -0.16
C -1.182 -0.740 3.563 -0.19
C -2.408 -0.400 4.161 -0.02
C -2.447 0.059 5.502 -0.08
C -1.246 0.061 6.227 -0.69
Cl -1.265 0.602 7.846 0.72
C -0.026 -0.262 5.641 -0.08
C -0.019 -0.682 4.303 -0.07
C 0.394 -3.238 2.590 -0.01
C 1.113 -4.329 2.057 -0.08
H -0.542 -4.660 -0.927 0.12
H -1.745 -2.677 -0.018 0.13
H -2.023 -1.066 1.586 0.13
H -3.375 -0.477 3.646 0.12
H -3.378 0.362 5.988 0.11
H 0.895 -0.241 6.231 0.12
H 0.950 -1.011 3.891 0.12
H 0.507 -3.036 3.657 0.11
H 1.858 -4.876 2.650 0.12
```

Computed properties:
Largest force on an atom in eV Å⁻¹: 4.83
Electronic energy in eV: -76982.0981
Orbital gap in eV: 6.43
Charge: +1